[1]
Formula: C47H107N9O9
Source: the OMol25 dataset
Level of theory: the ωB97M-V functional and the def2-TZVPD basis

Calculated values
- SMILES: CC1(C)CCCC(C)(C)N1O.CC1(C)CCCC(C)(C)N1O.CC1(C)CCCC(C)(C)N1O.CC1(C)CCCC(C)(C)N1O.CC1(C)CCCC(C)(C)N1O.NC(N)=O.NC(N)=O.O.O
- 2S+1: 1
- Strongest force on any atom: 6.28 eV/A
- Charge: 0
- LUMO energy: 0.0 eV

Geometry as XYZ:
```
172
C47H107N9O9 | the OMol25 dataset | the ωB97M-V functional and the def2-TZVPD basis
C -0.095 8.120 0.051
O 0.803 8.630 0.713
N -1.253 7.704 0.519
N -0.047 8.267 -1.241
H -1.994 7.604 -0.159
H -1.552 7.737 1.483
H 0.614 8.960 -1.562
H -0.819 7.992 -1.831
C 2.179 -6.276 1.570
O 3.120 -6.678 2.223
N 0.956 -6.570 1.818
N 2.267 -5.467 0.530
H 0.112 -6.333 1.316
H 0.827 -7.153 2.632
H 1.403 -5.002 0.292
H 3.164 -5.188 0.158
C 0.976 -1.126 2.422
C 0.112 -0.163 1.591
C 0.847 1.233 1.610
C 0.371 2.247 0.576
C 0.381 1.594 -0.873
C -0.287 0.266 -0.954
N -0.011 -0.611 0.171
O -0.705 -1.848 0.048
C -1.839 0.374 -1.318
C 0.391 -0.379 -2.182
C -1.264 0.007 2.186
H 1.216 -0.719 3.404
H 1.942 -1.489 2.072
H 0.334 -1.990 2.594
H 0.786 1.748 2.569
H 1.916 1.171 1.409
H 0.992 3.142 0.610
H -0.589 2.703 0.818
H 1.437 1.554 -1.139
H -0.183 2.302 -1.480
H -2.090 -0.482 -1.945
H -2.332 0.257 -0.353
H -2.161 1.269 -1.851
H 1.431 -0.600 -1.942
H 0.048 -1.403 -2.333
H 0.308 0.058 -3.177
H -1.100 0.312 3.219
H -1.779 -0.953 2.235
H -1.928 0.656 1.615
H -1.433 -1.667 0.646
C 8.153 2.978 -2.751
C 6.668 2.786 -2.484
C 6.189 3.841 -1.526
C 6.029 5.208 -2.180
C 5.053 5.244 -3.345
C 5.437 4.058 -4.411
N 5.742 2.840 -3.660
O 6.065 1.709 -4.521
C 4.204 3.835 -5.295
C 6.611 4.583 -5.204
C 6.473 1.348 -1.751
H 8.618 3.200 -1.791
H 8.327 3.864 -3.362
H 8.593 2.089 -3.203
H 5.233 3.501 -1.128
H 6.775 3.792 -0.608
H 7.000 5.610 -2.472
H 5.551 5.887 -1.474
H 5.279 6.233 -3.744
H 3.998 5.227 -3.071
H 4.503 3.165 -6.101
H 3.455 3.261 -4.750
H 3.824 4.780 -5.684
H 7.150 3.723 -5.601
H 6.276 5.162 -6.065
H 7.261 5.312 -4.720
H 7.119 0.566 -2.149
H 5.492 0.881 -1.841
H 6.794 1.478 -0.718
H 5.356 1.079 -4.377
C -6.683 -0.748 -9.589
C -6.589 -0.947 -8.025
C -7.916 -1.620 -7.457
C -8.045 -3.199 -7.643
C -6.797 -3.815 -6.999
C -5.430 -3.320 -7.533
N -5.420 -1.776 -7.557
O -4.262 -1.270 -8.155
C -4.505 -3.886 -6.451
C -5.116 -4.001 -8.959
C -6.470 0.484 -7.347
H -5.873 -0.104 -9.931
H -7.581 -0.276 -9.988
H -6.644 -1.663 -10.180
H -8.033 -1.336 -6.411
H -8.831 -1.285 -7.946
H -8.146 -3.485 -8.690
H -8.991 -3.594 -7.271
H -6.791 -4.897 -7.128
H -7.004 -3.539 -5.965
H -3.500 -3.559 -6.717
H -4.794 -3.545 -5.457
H -4.496 -4.973 -6.371
H -4.053 -3.991 -9.200
H -5.438 -5.042 -8.935
H -5.684 -3.497 -9.740
H -5.515 0.869 -7.702
H -6.658 0.551 -6.275
H -7.344 1.018 -7.721
H -3.801 -0.965 -7.370
C -6.654 -6.352 2.122
C -7.256 -5.588 0.967
C -8.688 -6.139 0.760
C -9.444 -5.280 -0.268
C -9.536 -3.874 0.339
C -8.226 -3.184 0.702
N -7.311 -4.154 1.320
O -6.057 -3.610 1.764
C -7.619 -2.620 -0.643
C -8.461 -1.946 1.648
C -6.354 -5.780 -0.331
H -7.383 -6.491 2.920
H -5.733 -5.898 2.487
H -6.226 -7.313 1.836
H -8.669 -7.201 0.514
H -9.139 -6.063 1.750
H -10.424 -5.737 -0.407
H -9.061 -5.291 -1.289
H -10.170 -3.926 1.224
H -10.156 -3.236 -0.290
H -8.423 -2.134 -1.196
H -6.703 -2.032 -0.596
H -7.382 -3.428 -1.335
H -9.016 -1.154 1.147
H -9.200 -2.180 2.414
H -7.540 -1.500 2.025
H -6.826 -5.434 -1.251
H -6.092 -6.820 -0.527
H -5.470 -5.215 -0.036
H -6.225 -3.506 2.704
C 6.913 2.790 6.228
C 7.831 1.820 6.987
C 9.222 2.427 7.140
C 9.370 3.574 8.133
C 8.923 3.220 9.493
C 7.451 2.545 9.432
N 7.406 1.480 8.376
O 6.344 0.611 8.305
C 7.367 1.756 10.807
C 6.350 3.557 9.354
C 8.063 0.619 6.059
H 6.711 2.498 5.197
H 7.478 3.687 5.972
H 5.930 2.981 6.657
H 9.978 1.789 7.597
H 9.736 2.624 6.199
H 8.940 4.482 7.712
H 10.412 3.876 8.242
H 8.951 4.062 10.184
H 9.721 2.506 9.696
H 6.983 2.477 11.529
H 6.863 0.794 10.896
H 8.348 1.499 11.207
H 6.638 4.096 8.452
H 5.460 2.931 9.280
H 6.190 4.156 10.251
H 8.419 0.819 5.048
H 7.209 -0.038 5.898
H 8.799 0.003 6.577
H 5.562 1.115 8.065
O 1.742 0.707 9.233
H 1.042 0.219 8.800
H 1.340 1.540 9.476
O -1.361 -0.912 7.761
H -0.898 -1.714 7.519
H -2.288 -1.145 7.708
```

***

[2]
Formula: C47H109N5O10
Source: the OMol25 dataset
Level of theory: the ωB97M-V functional and the def2-TZVPD basis

Calculated values
- Energy relative to the best compared isomer or geometry (same formula, charge and spin): 1.391 eV
- SMILES: CC1(C)CCCC(C)(C)N1O.CC1(C)CCCC(C)(C)N1O.CC1(C)CCCC(C)(C)N1O.CC1(C)CCCC(C)(C)N1O.CC1(C)CCCC(C)(C)N1O.CCO.O.O.O.O
- 2S+1: 1
- Strongest force on any atom: 3.68 eV/A
- Charge: 0
- LUMO energy: 0.4 eV

Geometry as XYZ:
```
171
C47H109N5O10 | the OMol25 dataset | the ωB97M-V functional and the def2-TZVPD basis
C -3.503 -1.624 -4.533
C -3.609 -0.356 -5.323
O -2.413 0.434 -5.177
H -3.332 -1.428 -3.478
H -2.702 -2.235 -4.957
H -4.358 -2.292 -4.654
H -4.473 0.245 -5.024
H -3.642 -0.543 -6.401
H -2.448 1.240 -5.691
O 0.804 0.632 -5.109
H 0.984 0.826 -4.175
H 1.664 0.407 -5.479
O -0.554 -1.379 -3.238
H -0.418 -0.927 -2.398
H -0.479 -0.675 -3.902
O -1.945 -3.553 -1.426
H -1.515 -2.691 -1.435
H -1.317 -4.136 -0.972
O -3.723 1.851 3.530
H -2.796 2.112 3.551
H -3.706 0.909 3.331
C 1.792 5.286 -3.017
C 3.142 4.582 -3.242
C 3.907 5.509 -4.213
C 5.414 5.163 -4.197
C 6.007 5.159 -2.793
C 5.252 4.277 -1.812
N 3.805 4.574 -1.935
O 3.039 3.917 -0.929
C 5.597 2.801 -2.016
C 5.651 4.748 -0.404
C 2.881 3.161 -3.824
H 1.281 5.408 -3.978
H 1.932 6.295 -2.621
H 1.049 4.818 -2.370
H 3.487 5.252 -5.190
H 3.621 6.544 -4.031
H 5.989 5.763 -4.903
H 5.429 4.153 -4.622
H 6.036 6.211 -2.500
H 7.021 4.765 -2.891
H 5.153 2.119 -1.285
H 5.340 2.432 -3.006
H 6.658 2.657 -1.788
H 5.497 3.943 0.317
H 6.688 5.084 -0.366
H 5.041 5.596 -0.093
H 1.891 3.233 -4.271
H 2.845 2.428 -3.025
H 3.689 2.977 -4.529
H 2.763 4.679 -0.408
C -8.628 3.380 -0.515
C -7.705 3.672 -1.705
C -8.530 4.611 -2.619
C -7.718 5.357 -3.725
C -6.498 6.006 -3.101
C -5.640 5.111 -2.200
N -6.502 4.378 -1.289
O -5.722 3.664 -0.350
C -4.717 4.241 -3.074
C -4.733 6.057 -1.422
C -7.338 2.349 -2.424
H -9.241 2.495 -0.689
H -9.369 4.150 -0.288
H -8.010 3.344 0.384
H -9.354 4.096 -3.116
H -8.976 5.410 -2.024
H -8.357 6.118 -4.169
H -7.450 4.556 -4.419
H -6.706 6.924 -2.543
H -5.895 6.418 -3.919
H -3.948 4.814 -3.599
H -4.180 3.478 -2.514
H -5.299 3.828 -3.902
H -4.041 5.543 -0.753
H -4.185 6.782 -2.024
H -5.333 6.683 -0.750
H -8.069 2.149 -3.212
H -7.329 1.507 -1.726
H -6.375 2.325 -2.929
H -5.669 2.759 -0.705
C 1.767 0.869 1.157
C 0.904 0.031 0.203
C -0.232 -0.546 1.048
C -1.249 0.489 1.513
C -1.849 1.099 0.253
C -0.848 1.687 -0.763
N 0.252 0.729 -0.906
O 1.146 1.156 -1.931
C -1.584 1.830 -2.104
C -0.432 3.084 -0.306
C 1.682 -1.188 -0.349
H 2.439 0.218 1.719
H 1.256 1.527 1.858
H 2.426 1.564 0.619
H -0.780 -1.257 0.416
H 0.171 -1.162 1.857
H -0.765 1.287 2.083
H -1.970 0.000 2.167
H -2.475 1.889 0.689
H -2.560 0.393 -0.183
H -0.994 2.408 -2.815
H -1.820 0.852 -2.529
H -2.553 2.325 -2.030
H -0.289 3.274 0.763
H 0.479 3.423 -0.803
H -1.234 3.783 -0.558
H 2.030 -1.785 0.496
H 2.621 -0.827 -0.781
H 1.126 -1.731 -1.107
H 1.614 1.909 -1.525
C 2.231 -2.631 6.170
C 3.772 -2.710 6.272
C 4.185 -4.151 6.546
C 4.149 -5.064 5.321
C 4.884 -4.460 4.103
C 4.596 -2.990 3.826
N 4.506 -2.237 5.120
O 4.266 -0.841 4.969
C 5.771 -2.356 3.102
C 3.319 -2.825 2.979
C 4.192 -2.011 7.565
H 1.685 -2.862 7.083
H 1.814 -3.264 5.386
H 2.000 -1.607 5.863
H 5.184 -4.352 6.948
H 3.466 -4.647 7.206
H 3.101 -5.079 4.983
H 4.387 -6.097 5.567
H 4.513 -5.064 3.268
H 5.945 -4.718 4.150
H 5.491 -1.322 2.865
H 6.674 -2.293 3.710
H 6.000 -2.776 2.122
H 2.508 -3.242 3.573
H 3.067 -1.778 2.815
H 3.478 -3.392 2.063
H 3.719 -1.041 7.788
H 5.243 -1.739 7.664
H 3.803 -2.573 8.416
H 5.095 -0.531 4.585
C -2.701 -5.496 2.389
C -1.186 -5.698 2.383
C -0.821 -6.449 3.682
C 0.615 -6.974 3.789
C 0.990 -7.719 2.451
C 0.662 -6.968 1.190
N -0.723 -6.477 1.226
O -1.131 -5.799 0.062
C 1.697 -5.870 0.809
C 0.643 -8.045 0.080
C -0.487 -4.319 2.481
H -3.149 -5.207 3.337
H -3.173 -6.394 1.983
H -2.942 -4.685 1.694
H -0.951 -5.728 4.492
H -1.529 -7.270 3.818
H 0.665 -7.680 4.616
H 1.368 -6.195 3.915
H 0.743 -8.757 2.664
H 2.084 -7.684 2.528
H 2.299 -5.525 1.648
H 2.308 -6.181 -0.040
H 1.207 -4.999 0.369
H 0.185 -7.701 -0.856
H 1.609 -8.370 -0.314
H 0.026 -8.872 0.425
H -0.522 -3.767 3.427
H -0.782 -3.612 1.703
H 0.595 -4.439 2.399
H -1.827 -6.350 -0.312
```